a | Entry from the Open Molecules 2025 dataset: a gas-phase ion, C17H34N (charge +1) (ωB97M-V/def2-TZVPD).

As for the SMILES: C#CC[N+](C)(C)CCCCCCCCCCCC. Its net charge is +1. The HOMO-LUMO gap is 10.6 eV.

Last column: Mulliken charge in e.
Geometry (Å):
1 C 4.46 0.70 2.27  0.2606
2 C 4.23 0.87 1.11  -0.7115
3 C 4.00 1.13 -0.29  -0.5065
4 N 2.58 0.92 -0.74  0.2006
5 C 2.41 1.58 -2.05  -0.9220
6 C 1.65 1.54 0.22  -1.3507
7 C 2.27 -0.53 -0.93  -0.6728
8 C 2.52 -1.44 0.27  -0.4945
9 C 2.01 -2.87 -0.01  -1.2789
10 C 0.53 -2.97 -0.41  -0.8962
11 C -0.43 -2.34 0.60  -0.1828
12 C -1.83 -2.14 0.01  -0.6465
13 C -2.74 -1.38 0.97  -0.7122
14 C -4.01 -0.84 0.31  -0.9665
15 C -3.77 0.15 -0.83  -1.0406
16 C -2.81 1.29 -0.53  0.5860
17 C -3.29 2.22 0.59  -0.3132
18 C -2.31 3.36 0.84  -1.2591
19 H 4.67 0.54 3.29  0.4365
20 H 4.65 0.49 -0.90  0.3657
21 H 4.26 2.18 -0.49  0.4560
22 H 3.14 1.20 -2.76  0.4123
23 H 2.55 2.66 -1.95  0.4152
24 H 1.41 1.40 -2.43  0.3502
25 H 0.63 1.42 -0.12  0.7047
26 H 1.76 1.07 1.20  0.3744
27 H 1.87 2.60 0.32  0.3533
28 H 1.22 -0.59 -1.20  0.4162
29 H 2.86 -0.89 -1.77  0.2831
30 H 3.58 -1.51 0.49  0.5391
31 H 2.02 -1.06 1.16  0.3793
32 H 2.17 -3.45 0.89  0.4341
33 H 2.61 -3.31 -0.81  0.4063
34 H 0.37 -2.51 -1.39  0.3616
35 H 0.28 -4.02 -0.51  0.5105
36 H -0.49 -2.96 1.49  0.3752
37 H -0.07 -1.36 0.92  0.0379
38 H -1.74 -1.58 -0.92  0.2530
39 H -2.27 -3.11 -0.23  0.3936
40 H -3.03 -2.04 1.79  0.4613
41 H -2.19 -0.55 1.42  0.2867
42 H -4.61 -0.35 1.08  0.3993
43 H -4.60 -1.67 -0.07  0.4113
44 H -3.40 -0.39 -1.71  0.3982
45 H -4.74 0.58 -1.11  0.4111
46 H -2.67 1.88 -1.44  0.5692
47 H -1.83 0.88 -0.26  -0.8528
48 H -4.26 2.63 0.31  0.3336
49 H -3.42 1.65 1.51  0.2997
50 H -1.35 2.97 1.18  0.1964
51 H -2.69 4.03 1.61  0.3991
52 H -2.15 3.94 -0.06  0.3360

***

b | Entry from the Open Molecules 2025 dataset: a gas-phase ion, C17H34N (charge +1) (ωB97M-V/def2-TZVPD).

As for the SMILES: C#CC[N+](C)(C)CCCCCCCCCCCC. Its net charge is +1. The HOMO-LUMO gap is 9.9 eV.

Last column: Mulliken charge in e.
Geometry (Å):
1 C -6.79 2.46 -0.79  0.3920
2 C -5.91 1.64 -0.77  -0.8655
3 C -4.84 0.67 -0.78  -0.4122
4 N -4.77 -0.10 0.50  0.0544
5 C -6.06 -0.78 0.73  -0.8759
6 C -4.52 0.82 1.62  -0.9033
7 C -3.71 -1.15 0.42  -0.9536
8 C -2.28 -0.66 0.17  -0.0224
9 C -1.32 -1.86 0.18  -1.0676
10 C 0.13 -1.43 -0.02  -0.5536
11 C 0.43 -0.89 -1.41  -0.5941
12 C 1.92 -0.68 -1.66  -0.7336
13 C 2.50 0.47 -0.83  -0.2588
14 C 3.96 0.78 -1.18  -0.8506
15 C 4.95 -0.27 -0.66  -0.6130
16 C 5.18 -0.20 0.86  -0.6225
17 C 6.49 0.48 1.25  -0.5060
18 C 6.55 1.96 0.88  -1.1423
19 H -7.56 3.18 -0.82  0.4353
20 H -3.89 1.19 -0.93  0.3415
21 H -4.99 -0.03 -1.60  0.4235
22 H -6.27 -1.48 -0.08  0.3668
23 H -6.86 -0.04 0.76  0.4071
24 H -6.05 -1.32 1.67  0.4123
25 H -3.60 1.38 1.45  0.3961
26 H -5.34 1.53 1.70  0.4420
27 H -4.43 0.27 2.55  0.3690
28 H -3.73 -1.70 1.37  0.3464
29 H -3.99 -1.85 -0.37  0.3173
30 H -2.21 -0.17 -0.80  0.2930
31 H -1.96 0.03 0.94  0.2635
32 H -1.60 -2.56 -0.61  0.4054
33 H -1.41 -2.38 1.13  0.4170
34 H 0.39 -0.69 0.74  0.2599
35 H 0.77 -2.31 0.16  0.3597
36 H 0.05 -1.61 -2.15  0.3192
37 H -0.09 0.06 -1.57  0.2217
38 H 2.46 -1.60 -1.44  0.3110
39 H 2.07 -0.45 -2.72  0.3129
40 H 1.91 1.37 -1.01  0.3106
41 H 2.43 0.23 0.23  0.1101
42 H 4.22 1.75 -0.77  0.3438
43 H 4.05 0.84 -2.27  0.3945
44 H 4.59 -1.26 -0.94  0.3281
45 H 5.91 -0.13 -1.17  0.4382
46 H 5.20 -1.21 1.26  0.2679
47 H 4.36 0.33 1.33  0.2948
48 H 6.62 0.38 2.33  0.3609
49 H 7.33 -0.04 0.77  0.3307
50 H 7.47 2.40 1.24  0.3684
51 H 5.71 2.50 1.33  0.2805
52 H 6.51 2.10 -0.20  0.2797

***

Most stable structure, least stable structure: a, b.

***

a | Entry from the Open Molecules 2025 dataset: 2 unconnected molecules or ions with the total composition C3H10S3 (ωB97M-V/def2-TZVPD).

As for the SMILES: CSC.CSS. The HOMO-LUMO gap is 9.2 eV.

Last column: Mulliken charge in e.
Geometry (Å):
1 C 1.47 1.60 1.05  -0.7253
2 S 1.99 0.12 1.89  -0.0965
3 C 2.92 -0.80 0.52  -0.9297
4 H 2.40 2.17 0.76  0.3407
5 H 0.80 1.56 0.21  0.1627
6 H 1.15 2.08 1.89  0.2812
7 H 2.71 -1.87 0.66  0.3404
8 H 3.66 -0.22 0.20  0.4605
9 H 2.38 -0.64 -0.51  0.1749
10 C -1.68 -1.04 0.54  -0.6720
11 S -1.12 -0.86 -1.21  -0.0691
12 S -2.30 0.75 -1.71  -0.2060
13 H -1.41 -2.10 0.75  0.2376
14 H -1.00 -0.44 1.18  0.1353
15 H -2.63 -0.83 0.42  0.4427
16 H -1.38 1.66 -1.68  0.1228

***

b | Entry from the Open Molecules 2025 dataset: 2 unconnected molecules or ions with the total composition C3H10S3 (ωB97M-V/def2-TZVPD).

As for the SMILES: CCS.CSS. The HOMO-LUMO gap is 8.7 eV.

Last column: Mulliken charge in e.
Geometry (Å):
1 C -2.01 2.72 1.88  -0.9242
2 C -0.96 3.56 1.20  -0.4707
3 S 0.66 2.66 1.15  -0.2393
4 H -1.82 2.60 2.94  0.2726
5 H -2.09 1.71 1.46  0.2769
6 H -2.96 3.24 1.75  0.2879
7 H -1.02 3.86 0.16  0.3376
8 H -1.02 4.52 1.73  0.3430
9 H 1.32 3.69 1.75  0.1174
10 C 1.95 -2.80 -2.03  -0.7453
11 S 1.00 -2.05 -0.58  -0.0259
12 S -0.98 -2.47 -1.12  -0.1909
13 H 2.85 -3.24 -1.62  0.2642
14 H 2.35 -2.04 -2.72  0.2735
15 H 1.19 -3.39 -2.52  0.2717
16 H -1.42 -1.35 -0.48  0.1515

***

Most stable structure, least stable structure: b, a.

***

a | Entry from the Open Molecules 2025 dataset: 2 unconnected molecules or ions with the total composition C2HNO2S (ωB97M-V/def2-TZVPD).

The HOMO-LUMO gap is 10.2 eV.

Last column: Mulliken charge in e.
Geometry (Å):
1 C -0.37 1.44 0.16  -0.1623
2 C -1.39 -1.15 0.05  0.7171
3 N 0.60 0.79 0.09  0.1191
4 O -0.47 -1.88 0.19  -0.3804
5 O 1.78 0.22 -0.21  -0.3198
6 S -2.63 -0.29 -0.04  -0.3287
7 H 2.48 0.86 -0.23  0.3550

***

b | Entry from the Open Molecules 2025 dataset: 2 unconnected molecules or ions with the total composition C2HNO2S (ωB97M-V/def2-TZVPD).

The HOMO-LUMO gap is 8.7 eV.

Last column: Mulliken charge in e.
Geometry (Å):
1 C -0.41 -0.33 -0.78  0.1259
2 C -2.60 0.15 2.11  0.8497
3 N -1.25 -1.03 -0.33  -0.4220
4 O -3.73 -0.05 1.94  -0.3118
5 O -1.44 0.39 2.24  -0.2262
6 S 0.21 0.72 2.61  -0.3092
7 H 0.29 0.45 -0.95  0.2935

***

Most stable structure, least stable structure: a, b.

***

a | Entry from the Open Molecules 2025 dataset: a single C2HNO2S molecule (ωB97M-V/def2-TZVPD).

As for the SMILES: N#CC(=O)OS. The HOMO-LUMO gap is 7.8 eV.

Last column: Mulliken charge in e.
Geometry (Å):
1 N 2.58 0.36 3.52  -0.2443
2 C 2.06 0.38 2.50  0.0614
3 C 1.79 0.43 1.03  0.8266
4 O 2.08 0.87 -0.02  -0.4026
5 O 0.52 -0.64 0.90  -0.3543
6 S 0.16 -1.21 -0.56  -0.0279
7 H 0.65 -0.12 -1.12  0.1411

***

b | Entry from the Open Molecules 2025 dataset: a single C2HNO2S molecule (ωB97M-V/def2-TZVPD).

The HOMO-LUMO gap (alpha / beta) is 7.6 / 7.1 eV.

Last column: Mulliken charge in e.
Geometry (Å):
1 C 0.10 -0.49 -0.07  0.7329
2 C 1.49 -0.22 -0.16  0.2487
3 N -0.25 0.80 -0.21  -0.1700
4 O -0.58 -1.47 0.04  -0.6475
5 O -1.59 0.98 0.04  -0.3347
6 S 2.87 0.37 0.06  -0.2145
7 H -2.03 0.03 0.29  0.3850

***

Most stable structure, least stable structure: a, b.

***

a | Entry from the Open Molecules 2025 dataset: 2 unconnected molecules or ions with the total composition C7H8N2O3 (ωB97M-V/def2-TZVPD).

As for the SMILES: C#CC(=O)NO.C#CCNC=O. The HOMO-LUMO gap is 10.3 eV.

Last column: Mulliken charge in e.
Geometry (Å):
1 C -2.79 -1.25 2.31  0.2845
2 C -1.56 -1.26 2.34  -0.1775
3 C -0.11 -1.33 2.28  -0.1276
4 O 0.49 -2.18 1.66  -0.5257
5 N 0.55 -0.41 3.08  -0.1829
6 O -0.11 0.79 3.34  -0.3825
7 H -3.82 -1.24 2.28  0.4255
8 H 1.53 -0.28 2.80  0.3286
9 H -0.34 0.74 4.29  0.3483
10 C 0.92 1.19 0.22  0.4204
11 C 0.90 1.53 -0.94  0.0429
12 C 0.90 1.94 -2.36  -1.0769
13 N 0.90 0.82 -3.28  -0.1201
14 C -0.21 0.36 -3.91  0.1451
15 O -0.26 -0.66 -4.57  -0.5601
16 H 0.92 0.91 1.21  0.0581
17 H 0.00 2.54 -2.56  0.3056
18 H 1.76 2.58 -2.55  0.3110
19 H 1.70 0.20 -3.29  0.2333
20 H -1.09 1.03 -3.77  0.2499

***

b | Entry from the Open Molecules 2025 dataset: a single C7H8N2O3 molecule (ωB97M-V/def2-TZVPD).

As for the SMILES: N#C[C@H]([C@H]1CCCC1=O)[N+](=O)[O-]. The HOMO-LUMO gap is 10.3 eV.

Last column: Mulliken charge in e.
Geometry (Å):
1 N -0.70 -1.97 3.04  -0.4280
2 C -0.21 -1.75 2.03  -0.0454
3 C 0.26 -1.41 0.71  0.0620
4 C -0.42 -0.15 0.12  -0.3593
5 C 0.08 1.05 0.89  -0.5827
6 C -0.13 2.17 -0.23  -0.6680
7 C 0.25 1.59 -1.54  -0.5120
8 C 0.27 0.12 -1.30  0.3694
9 O 0.82 -0.67 -1.99  -0.5362
10 N -0.13 -2.67 -0.09  1.0320
11 O 0.66 -3.60 -0.19  -0.6062
12 O -1.25 -2.60 -0.47  -0.5393
13 H 1.38 -1.22 0.67  0.4208
14 H -1.50 -0.32 -0.10  0.4723
15 H 1.19 0.83 1.11  0.3103
16 H -0.47 1.43 1.86  0.2812
17 H 0.64 3.01 -0.01  0.3139
18 H -1.12 2.50 -0.24  0.3880
19 H 1.07 2.07 -2.01  0.4272
20 H -0.68 1.59 -2.26  0.2000

***

Most stable structure, least stable structure: b, a.

***

a | Entry from the Open Molecules 2025 dataset: 2 unconnected molecules or ions with the total composition CH2N2S2 (ωB97M-V/def2-TZVPD).

The HOMO-LUMO gap (alpha / beta) is 6.5 / 7.1 eV.

Last column: Mulliken charge in e.
Geometry (Å):
1 C -0.18 0.36 0.51  0.4252
2 N -1.44 -1.63 0.55  -0.7486
3 N -0.86 -0.62 0.26  0.3904
4 S 2.92 0.18 0.11  -0.2314
5 S 0.38 1.79 0.14  -0.2920
6 H -1.75 -2.25 -0.24  0.2710
7 H 2.39 1.55 -0.64  0.1854

***

b | Entry from the Open Molecules 2025 dataset: a single CH2N2S2 molecule (ωB97M-V/def2-TZVPD).

As for the SMILES: N#S#S#CN. The HOMO-LUMO gap is 7.1 eV.

Last column: Mulliken charge in e.
Geometry (Å):
1 N 4.85 1.26 0.29  -0.1783
2 S 4.61 -0.09 -0.17  0.2860
3 S 2.54 -0.96 0.13  -0.1880
4 C 1.44 0.29 -0.27  -0.1741
5 N 0.17 0.03 -0.06  -0.2057
6 H -0.50 0.74 -0.33  0.2629
7 H -0.21 -0.82 0.35  0.1973

***

c | Entry from the Open Molecules 2025 dataset: 2 unconnected molecules or ions with the total composition CH2N2S2 (ωB97M-V/def2-TZVPD).

The HOMO-LUMO gap (alpha / beta) is 7.4 / 7.2 eV.

Last column: Mulliken charge in e.
Geometry (Å):
1 C 0.78 0.97 -0.07  0.5984
2 N 1.15 2.03 -0.35  -0.4268
3 N 0.29 -0.22 -0.14  -0.3751
4 S 0.90 -1.53 0.62  -0.0047
5 S -1.79 0.89 0.76  -0.1483
6 H 0.91 -2.36 -0.53  0.1936
7 H -2.24 0.21 -0.28  0.1630

***

Most stable structure, least stable structure: b, a.